(1)
22
Properties=species:S:1:pos:R:3:mulliken_charge:R:1 method="wB97M-V/def2-TZVPD" total_energy_ha=-403.95217 e_homo_ev=-3.72 spin_multiplicity=1 fmax_ha_per_bohr=0.121 total_charge=-1 e_above_lowest_kj_mol=531.4
C -3.8583 -1.3148 -0.1182 -1.09
C -2.5627 -0.5457 -0.3351 -0.36
N -1.7854 -0.3913 0.8743 -0.56
C -0.2990 1.5698 -0.1763 -1.16
C -0.0304 0.2328 0.6376 0.11
C 1.3936 -0.0942 0.0370 -0.58
O 2.2794 1.0065 0.1152 -0.56
H -3.7614 -2.2081 0.4717 0.33
H -4.5121 -0.6061 0.4018 0.25
H -4.3827 -1.5503 -1.0848 0.31
H -1.9738 -0.9041 -1.1638 0.37
H -2.7648 0.4333 -0.6450 0.36
H 0.3114 0.4919 1.6876 0.25
H -0.6769 1.1360 -1.1490 0.22
H 0.5589 2.2264 -0.3988 0.36
H -1.0473 2.0940 0.3848 0.31
H -0.6431 -0.8505 0.7437 0.34
H 1.2534 -0.4463 -1.0713 0.19
H 1.7829 -1.0185 0.5177 0.33
H 3.2470 0.6259 -0.1567 0.47
H 5.1415 -0.1077 -0.8453 0.14
O 4.2338 -0.4646 -0.6256 -1.04

=====

(2)
11
Properties=species:S:1:pos:R:3:mulliken_charge:R:1 method="wB97M-V/def2-TZVPD" total_energy_ha=-645.48415 e_homo_ev=-8.83 spin_multiplicity=1 fmax_ha_per_bohr=0.028 e_above_lowest_kj_mol=72.3
N 0.7623 -1.5724 -0.7603 -0.39
C 1.2595 -0.4317 -0.2448 -0.11
C 0.5501 0.4853 0.4721 -0.64
C -0.8984 0.6321 0.4180 0.82
O -1.7469 -0.1492 -0.0039 -0.62
S -1.5342 2.1924 1.0510 -0.28
H 1.2301 -2.1837 -1.3980 0.24
H -0.2166 -1.7361 -0.9448 0.22
H 2.3302 -0.2916 -0.3389 0.32
H 1.0758 1.2715 0.9738 0.31
H -2.8119 1.7835 0.7760 0.16

=====

(3)
14
Properties=species:S:1:pos:R:3:mulliken_charge:R:1 method="wB97M-V/def2-TZVPD" total_energy_ha=-174.49758 e_homo_ev=-13.73 spin_multiplicity=1 fmax_ha_per_bohr=0.088 total_charge=+1 e_above_lowest_kj_mol=824.4
C 0.5528 -0.4335 1.7031 -0.87
C 0.8851 -0.0838 0.1646 -0.13
N -0.0227 -0.3696 -0.8794 -0.34
C -0.6742 0.7901 -2.0818 -0.55
H 1.3836 -0.3994 2.4037 0.36
H 0.3034 -1.5017 1.6460 0.47
H -0.4108 0.0571 2.0124 -0.07
H 1.7779 -0.6965 0.0702 0.26
H 0.8057 0.9602 -0.1235 0.35
H -1.4982 -0.4247 2.0080 0.46
H -0.6933 -1.0087 -0.4423 0.20
H -0.9610 1.4687 -1.2481 0.30
H 0.1417 1.2313 -2.6509 0.28
H -1.5899 0.4104 -2.5821 0.30

=====

(4)
11
Properties=species:S:1:pos:R:3:mulliken_charge:R:1 method="wB97M-V/def2-TZVPD" total_energy_ha=-356.50828 e_homo_ev=-9.79 spin_multiplicity=1 smiles="C1=NC2=CC=NC2=N1" fmax_ha_per_bohr=0.039 e_above_lowest_kj_mol=167.4
C 1.9681 -0.0682 -0.0058 0.00
N 1.4402 1.1210 0.0591 -0.57
C 0.0547 0.7548 -0.0402 0.62
C -1.1692 1.2002 -0.0036 -0.53
C -2.0212 -0.0427 -0.0279 -0.21
N -1.3581 -1.1515 0.0379 -0.51
C 0.0020 -0.6924 -0.0720 0.47
N 1.1359 -1.2274 0.0215 -0.50
H 3.0304 -0.2877 -0.0678 0.41
H -1.4736 2.2237 -0.0388 0.43
H -3.0891 -0.0411 0.1741 0.40

=====

(5)
10
Properties=species:S:1:pos:R:3:mulliken_charge:R:1 method="wB97M-V/def2-TZVPD" total_energy_ha=-553.17360 e_homo_ev=-8.94 spin_multiplicity=1 smiles="C=O.CS" fmax_ha_per_bohr=0.034 e_above_lowest_kj_mol=78.3
C 1.6783 -2.0391 1.1855 -0.06
O 1.9063 -2.0377 0.0081 -0.38
H 2.2098 -2.7646 1.8509 0.23
H 1.0556 -1.3096 1.7274 0.21
C -1.5797 1.5074 -0.5708 -0.69
S 0.2338 1.5937 -0.8291 -0.21
H -2.1013 1.9028 -1.4552 0.27
H -1.6921 0.3981 -0.3694 0.22
H -1.9698 2.1265 0.2545 0.28
H 0.2590 0.6225 -1.8019 0.13

=====

(6)
24
Properties=species:S:1:pos:R:3:mulliken_charge:R:1 method="wB97M-V/def2-TZVPD" total_energy_ha=-476.78617 e_homo_ev=-9.32 spin_multiplicity=1 smiles="C/N=C(/C(C)C)n1cccn1" fmax_ha_per_bohr=0.081 e_above_lowest_kj_mol=305.8
C -0.1529 2.6430 -1.1032 -0.91
N 0.5680 1.4174 -0.6673 -0.30
C 0.0348 0.3727 -0.1920 0.37
C 1.3764 -0.9231 0.0567 0.45
C 2.3113 -0.5350 -1.0062 -1.38
C 1.9090 -0.8150 1.4978 -1.43
N -1.2458 -0.0472 0.2578 0.88
C -1.6961 -1.3189 0.1428 0.08
C -3.0398 -1.3404 0.4702 -0.81
C -3.3125 0.0296 0.6934 -0.12
N -2.2494 0.7631 0.5482 -1.12
H 0.1436 2.7455 -2.0766 0.35
H 0.2980 3.5274 -0.6104 0.27
H -1.2092 2.7243 -0.8165 0.32
H 0.9615 -1.9199 -0.1424 0.29
H 1.8892 -0.6799 -1.9673 0.34
H 2.5661 0.5990 -0.8900 0.26
H 3.2659 -1.1972 -1.0025 0.37
H 2.2119 0.1577 1.5261 0.43
H 2.8711 -1.4652 1.5484 0.31
H 1.3377 -0.9727 2.3947 0.34
H -0.8620 -1.9898 -0.1339 0.25
H -3.6778 -2.2063 0.4702 0.38
H -4.2989 0.4309 1.0023 0.39

=====

(7)
14
Properties=species:S:1:pos:R:3:mulliken_charge:R:1 method="wB97M-V/def2-TZVPD" total_energy_ha=-348.92732 e_homo_ev=-9.99 spin_multiplicity=1 smiles=CO[C@](C)(N)F fmax_ha_per_bohr=0.120 e_above_lowest_kj_mol=137.7
C 0.4616 -1.8040 0.7284 -0.73
O 0.5716 -0.4023 0.8623 -0.41
C 0.0727 0.2757 -0.2365 1.21
C 0.3306 1.7904 -0.1720 -1.44
N -1.3412 0.0534 -0.4753 -0.62
F 0.7434 -0.4023 -1.2667 -0.37
H 1.2873 -2.3234 0.4262 0.30
H -0.4848 -2.1420 0.2072 0.32
H 0.4756 -2.2532 1.8081 0.23
H 1.4119 1.9897 -0.0516 0.33
H 0.0154 2.3185 -0.9910 0.42
H -0.2130 2.2152 0.7494 0.31
H -1.5034 -0.0428 -1.5406 0.24
H -1.8278 0.7270 -0.0481 0.20

=====

(8)
16
Properties=species:S:1:pos:R:3:mulliken_charge:R:1 method="wB97M-V/def2-TZVPD" total_energy_ha=-308.83613 e_homo_ev=-9.59 spin_multiplicity=1 smiles="C/C=C/CO.O" fmax_ha_per_bohr=0.029 e_above_lowest_kj_mol=162.9
C -0.4486 0.7503 -1.6392 -0.93
C 0.4565 -0.0579 -0.7414 -0.35
C 0.0732 -1.0991 -0.0253 -0.22
C 1.0519 -1.9080 0.8165 -0.23
O 0.4691 -2.6249 1.8688 -0.50
H -0.8685 1.6302 -1.1487 0.10
H 0.1769 1.2238 -2.4071 0.33
H -1.1437 0.1654 -2.2320 0.33
H 1.5127 0.1303 -0.8881 0.34
H -0.9696 -1.3936 0.1047 0.30
H 1.7945 -1.1885 1.1614 0.29
H 1.5782 -2.6304 0.1972 0.24
H -0.4176 -2.3171 2.0691 0.29
O -0.8983 3.3696 1.1850 -0.65
H -1.7643 3.4586 0.7593 0.32
H -0.6025 2.4912 0.9196 0.33